Entry 1:
{
  "formula": "C4H6O2",
  "method": "the ωB97M-V functional and the def2-TZVPD basis",
  "symbols": ["O", "C", "C", "C", "H", "H", "H", "H", "C", "O", "H", "H"],
  "coordinates": [[1.00285, 0.40947, -1.24361], [-0.02702, 0.19970, -0.64807], [-1.34315, -0.42008, -0.74889], [-1.05431, 0.77847, 0.21812], [-1.81573, -0.23964, -1.70800], [-1.60535, -1.36112, -0.27173], [-1.34939, 1.78458, -0.06027], [-1.14380, 0.55715, 1.28050], [1.86066, -0.38821, 0.76160], [2.19563, 0.53833, 1.44280], [2.47280, -0.89279, -0.00643], [0.83663, -0.84484, 0.82758]],
  "atomic_forces_ev_per_a": [[-0.7, -0.1, -0.1], [0.0, 0.4, -0.6], [-0.1, -0.2, -0.3], [0.0, 0.3, 0.0], [-0.2, 0.0, 0.1], [0.2, 0.2, -0.1], [-0.2, -0.1, 0.0], [0.2, 0.0, -0.3], [0.1, -0.1, 0.6], [0.0, -0.5, -0.1], [0.2, 0.2, 0.2], [0.4, -0.1, 0.5]],
  "e_homo_ev": -9.676,
  "max_force_ev_per_a": 0.76,
  "total_energy_ev": -8336.891,
  "orbital_gap_ev": 10.3,
  "smiles": "O=C1CC1.C=O",
  "relative_energy_kcal_mol": 82.3
}

Entry 2:
{
  "formula": "C4H6O2",
  "method": "the ωB97M-V functional and the def2-TZVPD basis",
  "symbols": ["O", "C", "C", "C", "C", "O", "H", "H", "H", "H", "H", "H"],
  "coordinates": [[-1.31631, 1.23741, -1.36090], [-0.40747, 0.73683, -0.76204], [0.15891, 0.81104, 0.63804], [1.12741, -0.32970, 0.40431], [0.60886, -0.42561, -1.04575], [0.84450, -1.13214, -1.97471], [0.64183, 1.86289, 0.36595], [-0.49554, 0.85956, 1.50382], [0.93493, -1.24819, 0.96187], [2.19026, -0.10580, 0.51127], [-2.30085, -0.91221, 0.11686], [-1.98653, -1.35407, 0.64129]],
  "atomic_forces_ev_per_a": [[0.8, -0.1, 0.3], [-1.6, -1.0, -0.4], [0.6, 3.2, -0.6], [0.2, -0.4, -0.1], [0.7, -0.3, -0.8], [-0.1, 0.2, 0.3], [-0.3, -1.7, 1.5], [0.1, 0.1, -0.1], [-0.2, 0.1, 0.0], [-0.1, 0.0, -0.2], [0.2, -0.3, 0.3], [-0.2, 0.2, -0.3]],
  "e_homo_ev": -9.519,
  "max_force_ev_per_a": 3.30,
  "total_energy_ev": -8337.596,
  "orbital_gap_ev": 9.0,
  "smiles": "O=C1CCC1=O.[H][H]",
  "relative_energy_kcal_mol": 66.1
}

Entry 3:
{
  "formula": "C4H6O2",
  "method": "the ωB97M-V functional and the def2-TZVPD basis",
  "symbols": ["C", "C", "O", "C", "C", "O", "H", "H", "H", "H", "H", "H"],
  "coordinates": [[1.70318, 0.35087, -0.59475], [0.38310, 0.33704, 0.11092], [-0.45437, 1.27754, -0.40664], [0.06418, -0.48310, 1.11678], [-2.89812, -0.53671, -0.33946], [-3.44194, -1.50424, -0.57254], [1.55853, 0.17308, -1.66526], [2.37466, -0.40915, -0.19007], [2.17318, 1.33466, -0.49121], [0.77398, -1.22178, 1.46987], [-0.89078, -0.42345, 1.63183], [-1.34559, 1.10525, -0.06947]],
  "atomic_forces_ev_per_a": [[0.0, 0.0, 0.0], [0.2, -0.2, 0.1], [-0.2, -0.1, 0.1], [0.0, 0.1, 0.0], [-0.8, -1.2, -0.3], [0.7, 1.2, 0.3], [0.0, 0.0, 0.1], [-0.1, 0.1, 0.0], [-0.1, -0.1, 0.0], [-0.1, 0.1, -0.1], [0.1, 0.0, -0.1], [0.1, 0.1, -0.1]],
  "e_homo_ev": -8.851,
  "max_force_ev_per_a": 1.49,
  "total_energy_ev": -8339.363,
  "orbital_gap_ev": 9.8,
  "relative_energy_kcal_mol": 25.3
}